{
  "formula": "C4H7N3",
  "method": "ωB97M-V with the def2-TZVPD basis set",
  "symbols": ["H", "N", "C", "N", "C", "C", "C", "N", "H", "H", "H", "H", "H", "H"],
  "coordinates": [[-2.1551, 0.3363, 2.3750], [-2.3285, -0.1744, 1.5093], [-1.3708, 0.0221, 0.7109], [-1.1455, -0.4264, -0.5779], [0.1713, 0.1892, -0.7604], [1.3488, -0.7567, -0.9447], [-0.0462, 0.7536, 0.6583], [0.5569, 1.4558, 1.5104], [1.4579, 1.7784, 1.1493], [-1.6092, -1.1563, -1.0940], [0.1704, 0.9640, -1.5391], [1.2556, -1.3022, -1.8903], [1.4019, -1.4828, -0.1272], [2.2925, -0.2006, -0.9796]],
  "atomic_forces_ev_per_a": [[0.0, -0.1, -0.1], [0.2, 0.1, -0.1], [-0.2, -0.1, 0.0], [-0.2, -0.1, 0.0], [0.2, 0.1, -0.1], [0.0, 0.0, 0.0], [0.2, 0.3, 0.4], [-0.1, -0.3, -0.4], [-0.1, 0.0, 0.0], [0.0, 0.1, 0.0], [0.0, -0.1, 0.1], [0.0, 0.1, 0.1], [0.0, 0.1, -0.1], [-0.2, 0.0, 0.0]],
  "orbital_gap_ev": 9.9338,
  "smiles": "[H]/N=C1/N[C@H](C)/C1=N\\[H]",
  "e_tot_ha": -320.8446,
  "multiplicity": 1,
  "charge": 0
}